1.
DFT (ωB97M-V/def2-TZVPD) results for a 15-piece molecular cluster, C36H101Cl2O14P overall.

Output
- E_LUMO: 0.35 eV
- E: -101962.903 eV
- Highest occupied orbital energy: -8.52 eV
- Orbital gap: 0.3262 Ha
- Largest force on an atom: 0.58 eV/A

Each line ends with the Löwdin charge.
Element x y z (Å)
C 5.606 -3.291 -2.431  -0.1142
C 6.114 -2.682 -3.727  -0.2557
C 5.263 -1.452 -4.073  -0.2201
C 4.108 -1.795 -5.023  -0.2772
C 2.937 -0.809 -4.965  -0.4028
P 1.310 -1.745 -4.749  0.7709
C -0.309 -2.791 -4.480  -0.8834
Cl -0.274 -4.357 -5.216  0.6123
C -1.368 -2.479 -3.746  -0.8221
C -2.575 -3.315 -3.469  -0.1397
Cl -1.358 -0.940 -2.927  0.6509
H 4.656 -3.792 -2.635  0.0690
H 5.399 -2.521 -1.691  0.0536
H 6.275 -4.045 -2.018  0.0671
H 6.000 -3.413 -4.530  0.0894
H 7.174 -2.447 -3.633  0.1024
H 5.880 -0.666 -4.513  0.1113
H 4.823 -1.065 -3.151  0.0829
H 3.728 -2.773 -4.691  0.0802
H 4.477 -1.904 -6.041  0.1130
H 3.034 -0.184 -4.073  0.0442
H 2.890 -0.130 -5.819  0.0724
H 1.648 -2.672 -5.758  0.0019
H 1.634 -2.015 -3.396  0.0398
H 0.516 -0.642 -5.125  0.0083
H -3.132 -2.926 -2.621  0.0494
H -2.260 -4.332 -3.232  0.0655
H -3.219 -3.362 -4.346  0.0853
C 3.977 -1.533 1.366  -0.0780
C 2.687 -1.778 0.608  -0.3098
O 2.829 -2.801 -0.380  -0.0954
H 4.774 -1.253 0.676  0.0664
H 3.851 -0.738 2.101  0.0736
H 4.290 -2.438 1.892  0.0746
H 2.383 -0.878 0.074  0.1022
H 1.888 -2.044 1.307  0.0898
H 3.084 -3.613 0.066  0.0789
C -3.983 -0.570 -0.194  -0.0830
C -5.390 -0.342 -0.703  -0.3092
O -5.446 0.694 -1.684  -0.0926
H -3.581 0.353 0.227  0.0724
H -3.961 -1.347 0.572  0.0523
H -3.324 -0.875 -1.009  0.0124
H -6.046 -0.017 0.103  0.1119
H -5.802 -1.269 -1.119  0.1079
H -4.887 0.434 -2.422  0.0749
C -0.816 0.331 3.607  -0.0756
C -0.130 -0.983 3.283  -0.3185
O 1.133 -1.099 3.924  -0.0949
H -0.187 1.166 3.297  0.0644
H -1.780 0.411 3.101  0.0704
H -0.983 0.420 4.683  0.0791
H 0.051 -1.064 2.211  0.0981
H -0.765 -1.827 3.580  0.0954
H 0.975 -1.051 4.876  0.0378
C -3.133 -5.253 1.481  -0.0796
C -2.914 -3.951 2.228  -0.3209
O -4.056 -3.101 2.189  -0.0871
H -3.398 -5.054 0.442  0.0730
H -2.235 -5.872 1.501  0.0746
H -3.949 -5.825 1.931  0.0753
H -2.109 -3.379 1.768  0.1106
H -2.632 -4.153 3.267  0.0661
H -4.790 -3.565 2.603  0.0837
C -5.922 4.516 -2.048  -0.0815
C -7.385 4.289 -2.373  -0.3215
O -7.569 3.574 -3.593  -0.0856
H -5.435 5.068 -2.854  0.0689
H -5.805 5.075 -1.118  0.0566
H -5.405 3.560 -1.942  0.0651
H -7.907 5.237 -2.502  0.1065
H -7.870 3.745 -1.556  0.1087
H -7.136 2.721 -3.488  0.0706
C 3.800 -0.499 6.704  -0.0824
C 2.521 0.129 7.220  -0.3007
O 1.362 -0.603 6.820  -0.0991
H 3.774 -0.570 5.616  0.0715
H 4.670 0.091 6.996  0.0754
H 3.925 -1.508 7.104  0.0752
H 2.390 1.128 6.808  0.1143
H 2.544 0.214 8.311  0.1095
H 1.426 -1.495 7.180  0.0854
C 6.862 -6.766 -4.347  -0.0819
C 5.632 -6.580 -5.214  -0.3179
O 5.894 -5.751 -6.346  -0.0901
H 7.229 -5.795 -4.012  0.0654
H 6.635 -7.378 -3.473  0.0538
H 7.667 -7.251 -4.905  0.0738
H 4.842 -6.082 -4.653  0.1052
H 5.248 -7.550 -5.548  0.1079
H 6.582 -6.173 -6.868  0.0756
C -3.183 7.957 1.065  -0.0820
C -3.785 6.836 0.246  -0.3059
O -4.778 6.118 0.991  -0.1019
H -2.728 7.554 1.973  0.0660
H -2.420 8.495 0.502  0.0798
H -3.954 8.670 1.362  0.0623
H -3.021 6.111 -0.034  0.1116
H -4.234 7.233 -0.667  0.0832
H -5.468 6.744 1.231  0.0820
C -3.102 10.063 5.292  -0.0907
C -4.556 9.807 4.942  -0.3204
O -4.698 9.089 3.721  -0.0965
H -2.611 10.614 4.490  0.0759
H -3.017 10.638 6.215  0.0721
H -2.565 9.121 5.427  0.0712
H -5.085 10.747 4.794  0.1099
H -5.053 9.267 5.756  0.1073
H -4.248 8.243 3.814  0.0704
C 4.189 2.422 -2.721  -0.0848
C 4.288 1.524 -1.502  -0.3362
O 4.316 2.261 -0.284  -0.0801
H 5.025 3.122 -2.742  0.0781
H 4.200 1.837 -3.642  0.0567
H 3.264 3.004 -2.698  0.0759
H 5.218 0.956 -1.525  0.1081
H 3.458 0.807 -1.486  0.0954
H 3.501 2.769 -0.224  0.0791
C 6.685 -11.326 -1.783  -0.0937
C 6.842 -9.916 -1.246  -0.3217
O 5.826 -9.036 -1.721  -0.0925
H 6.696 -11.319 -2.873  0.0749
H 7.490 -11.971 -1.429  0.0734
H 5.736 -11.760 -1.460  0.0715
H 7.783 -9.481 -1.581  0.1101
H 6.847 -9.924 -0.151  0.1077
H 4.975 -9.377 -1.433  0.0800
C -2.959 3.592 2.834  -0.0800
C -1.530 4.090 2.765  -0.3134
O -1.331 5.280 3.529  -0.0869
H -3.646 4.361 2.479  0.0565
H -3.096 2.698 2.223  0.0644
H -3.232 3.344 3.864  0.0750
H -1.265 4.353 1.742  0.1096
H -0.833 3.315 3.103  0.0859
H -1.542 5.077 4.445  0.0759
C -1.639 -5.470 5.143  -0.0997
C -1.297 -4.334 6.090  -0.3127
O 0.110 -4.190 6.277  -0.0824
H -1.232 -6.409 5.518  0.0800
H -2.719 -5.576 5.030  0.0772
H -1.209 -5.290 4.155  0.0621
H -1.717 -4.521 7.077  0.1129
H -1.717 -3.390 5.723  0.1039
H 0.507 -4.007 5.419  0.0760
C -5.140 9.587 -4.485  -0.0911
C -4.716 8.560 -3.452  -0.3227
O -4.499 9.138 -2.166  -0.0921
H -4.390 10.374 -4.567  0.0750
H -5.272 9.124 -5.463  0.0746
H -6.086 10.053 -4.200  0.0723
H -3.767 8.105 -3.731  0.1137
H -5.464 7.762 -3.383  0.1018
H -5.324 9.540 -1.879  0.0837

Atoms 1-6, force components in eV/Å:
C -0.31 -0.45 -0.18
C -0.16 0.10 0.11
C 0.11 -0.07 -0.41
C -0.15 0.18 0.52
C -0.05 0.03 0.08
P 0.31 0.22 -0.19

***

2.
DFT (ωB97M-V/def2-TZVPD) results for C10H27AgCuN3O10S4 as an isolated structure in a non-equilibrium geometry.

Output
- E_LUMO (alpha / beta): -6.73 / -7.57 eV
- E: -127704.111 eV
- 2S+1: 2
- Highest occupied orbital energy (alpha / beta): -9.83 / -9.80 eV
- <S²>: 0.859
- Orbital gap (alpha / beta): 0.1138 / 0.0818 Ha
- Charge: +1
- Largest force on an atom: 5.47 eV/A

Each line ends with the Löwdin charge.
Element x y z (Å)
Cu 2.500 -5.320 1.582  0.9584
Ag -2.142 -5.465 -4.289  0.8862
N -0.281 -1.898 -1.059  -0.6782
O -0.505 -0.849 -0.505  0.0909
O -1.115 -2.272 -1.854  0.0380
O 0.637 -2.643 -0.769  0.0235
N 1.794 -7.920 -2.769  -0.6250
O 2.270 -7.236 -1.905  0.0826
O 1.482 -9.100 -2.458  0.1242
O 1.430 -7.483 -3.849  0.0820
C 3.864 -2.146 -5.489  -0.0555
C 5.323 -1.833 -5.051  -0.2524
N 6.397 -1.700 -4.740  0.1117
H 3.168 -1.308 -5.438  0.0667
H 3.392 -2.872 -4.828  0.0606
H 3.933 -2.519 -6.511  0.0691
C 0.091 4.261 -3.417  -0.2554
S 1.225 4.818 -4.782  0.8465
O 0.448 4.692 -6.144  -0.5960
C 1.406 6.585 -4.452  -0.2859
H -0.148 3.205 -3.538  0.0438
H -0.899 4.708 -3.515  0.0517
H 0.552 4.629 -2.501  0.0423
H 0.628 7.169 -3.961  0.0533
H 1.399 7.102 -5.412  0.0557
H 2.255 6.705 -3.779  0.0438
C 2.955 1.068 3.065  -0.2795
S 3.464 -0.386 3.973  0.8401
O 2.898 -1.643 3.314  -0.6269
C 5.230 -0.494 3.379  -0.2343
H 3.164 1.122 1.997  0.0664
H 3.356 1.909 3.632  0.0560
H 1.871 1.079 3.177  0.0510
H 5.740 -1.424 3.628  0.0486
H 5.743 0.398 3.739  0.0495
H 5.118 -0.548 2.296  0.0456
C -3.745 4.337 0.645  -0.2408
S -5.408 4.156 -0.163  0.8093
O -5.132 4.599 -1.581  -0.5788
C -5.841 2.360 0.120  -0.2441
H -3.928 4.590 1.689  0.0403
H -3.203 5.161 0.182  0.0491
H -3.177 3.415 0.521  0.0382
H -6.712 1.998 -0.425  0.0487
H -6.084 2.218 1.173  0.0469
H -4.903 1.923 -0.224  0.0315
C -3.273 -1.786 4.645  -0.2599
S -2.669 -1.913 6.383  0.8373
O -3.886 -1.533 7.243  -0.5708
C -2.580 -3.755 6.444  -0.2795
H -2.644 -2.375 3.977  0.0412
H -3.410 -0.725 4.434  0.0488
H -4.192 -2.371 4.632  0.0497
H -2.017 -4.219 7.254  0.0425
H -2.253 -4.372 5.607  0.0413
H -3.588 -4.102 6.675  0.0496

Atoms 1-6, force components in eV/Å:
Cu -0.02 0.37 -0.12
Ag 0.21 0.15 0.13
N -0.67 -0.10 1.25
O 0.68 1.58 0.88
O -1.69 -1.28 -2.59
O 1.68 -0.69 0.38

***

3.
DFT (ωB97M-V/def2-TZVPD) results for a single C8H14O4S molecule.

Output
- E_LUMO: 0.60 eV
- E: -27549.746 eV
- Highest occupied orbital energy: -9.12 eV
- Orbital gap: 0.3570 Ha
- Energy above the lowest of the compared OMol25 structures with the same formula, charge and spin: 0.000 eV
- Largest force on an atom: 0.68 eV/A
- Structure (SMILES): O=C(O)CC[C@H](CCCS)C(=O)O

Each line ends with the Löwdin charge.
Element x y z (Å)
O 1.469 -1.976 -1.761  0.1089
C 1.960 -2.311 -0.716  -0.5298
O 2.433 -3.547 -0.508  0.1088
C 2.144 -1.441 0.501  -0.0846
C 1.357 -0.135 0.417  -0.1378
C -0.154 -0.375 0.409  -0.2433
C -0.959 0.924 0.220  -0.1730
C -0.720 1.569 -1.144  -0.2758
C -1.791 2.589 -1.504  -0.5563
S -1.776 4.065 -0.424  0.6975
C -0.601 -0.986 1.720  -0.5141
O -0.058 -0.850 2.783  0.1197
O -1.727 -1.698 1.577  0.1191
H 2.338 -4.089 -1.308  0.1311
H 1.867 -2.014 1.387  0.1252
H 3.213 -1.228 0.577  0.1356
H 1.638 0.384 -0.498  0.1172
H 1.611 0.487 1.277  0.1296
H -0.422 -1.061 -0.399  0.1444
H -0.694 1.622 1.017  0.1175
H -2.021 0.681 0.315  0.1243
H -0.720 0.792 -1.913  0.1222
H 0.251 2.062 -1.164  0.1058
H -1.617 2.986 -2.504  0.0651
H -2.789 2.155 -1.463  0.0702
H -2.219 3.454 0.671  -0.1615
H -2.013 -2.058 2.432  0.1341

Atoms 1-6, force components in eV/Å:
O -0.07 0.12 -0.15
C -0.03 0.07 -0.09
O 0.28 -0.51 0.26
C -0.10 0.19 -0.07
C -0.15 -0.33 -0.06
C 0.05 0.15 0.16

***

4.
DFT (ωB97M-V/def2-TZVPD) results for a 9-piece molecular cluster, C16H42BClN9O20S overall in a non-equilibrium geometry.

Output
- E_LUMO: 1.38 eV
- E: -95646.609 eV
- Highest occupied orbital energy: -4.57 eV
- Orbital gap: 0.2187 Ha
- Charge: -1
- Energy above the lowest of the compared OMol25 structures with the same formula, charge and spin: 1.500 eV
- Largest force on an atom: 4.43 eV/A

Each line ends with the Löwdin charge.
Element x y z (Å)
C 2.160 -0.236 0.816  -0.0846
C 0.870 -0.960 1.387  -0.2643
N 0.945 -2.429 1.320  -0.0063
C -0.053 -2.983 0.392  -0.3763
C -1.454 -3.524 0.961  -0.1915
O -2.243 -3.406 -0.218  -0.0717
B -1.795 -2.048 -0.652  -0.7559
C -2.477 -1.369 -1.960  -0.0853
C -3.645 -0.371 -1.641  -0.2171
C -3.388 0.539 -0.394  -0.2216
C -3.996 0.011 0.940  -0.2661
S -5.790 -0.350 0.867  0.4243
O -6.437 0.330 -0.284  -0.3793
O -6.377 0.091 2.164  -0.4253
Cl -6.000 -2.422 0.774  0.3511
O -0.312 -2.273 -0.791  -0.0222
H 1.828 0.377 -0.053  0.0490
H 2.605 0.415 1.595  0.0519
H 2.867 -1.018 0.478  0.0470
H -0.008 -0.519 0.884  0.0804
H 0.792 -0.663 2.457  0.0868
H 0.877 -2.816 2.252  0.0929
H 0.435 -3.939 0.051  0.1319
H -1.911 -2.964 1.820  0.0996
H -1.388 -4.563 1.376  0.1086
H -1.833 -1.422 0.402  0.0907
H -2.898 -2.197 -2.588  0.0992
H -1.711 -0.850 -2.580  0.0902
H -3.723 0.327 -2.522  0.0698
H -4.627 -0.898 -1.614  0.0867
H -3.898 1.514 -0.593  0.1048
H -2.310 0.788 -0.284  0.1125
H -3.867 0.766 1.748  0.0905
H -3.483 -0.913 1.300  0.0830
C -4.619 2.523 -5.282  0.0404
N -3.461 1.960 -4.546  -0.4465
O -2.821 2.709 -3.840  0.0648
O -3.238 0.782 -4.707  0.0584
H -4.704 3.580 -5.051  0.0939
H -4.434 2.372 -6.342  0.0892
H -5.506 1.983 -4.958  0.1018
C -0.709 2.579 4.032  0.0414
N -0.356 1.712 2.880  -0.4151
O 0.819 1.488 2.673  0.0507
O -1.280 1.284 2.223  0.0755
H 0.204 2.890 4.530  0.0992
H -1.245 3.437 3.639  0.0658
H -1.335 1.995 4.702  0.1034
C 4.137 -0.962 -3.004  0.0434
N 4.477 -0.693 -1.586  -0.4307
O 4.915 -1.614 -0.925  0.0385
O 4.295 0.429 -1.177  0.0585
H 4.358 -2.002 -3.223  0.0934
H 3.070 -0.757 -3.132  0.0705
H 4.744 -0.299 -3.616  0.1006
C 6.192 -1.908 1.890  0.0437
N 7.360 -2.351 2.695  -0.4523
O 7.926 -1.519 3.376  0.0430
O 7.672 -3.517 2.619  0.0634
H 6.034 -0.848 2.058  0.0984
H 6.420 -2.103 0.846  0.0803
H 5.330 -2.484 2.217  0.1095
C 0.648 2.527 -2.385  0.0605
N 1.677 1.636 -2.976  -0.4305
O 2.587 2.150 -3.592  0.0596
O 1.530 0.450 -2.797  0.0550
H 0.903 3.555 -2.622  0.0929
H -0.311 2.253 -2.821  0.0873
H 0.652 2.362 -1.310  0.0987
C -4.760 -1.192 -7.276  0.0525
N -5.716 -0.267 -7.940  -0.4495
O -6.160 0.647 -7.278  0.0510
O -5.986 -0.490 -9.098  0.0629
H -4.615 -0.867 -6.249  0.0824
H -5.192 -2.188 -7.311  0.1024
H -3.826 -1.148 -7.830  0.1040
C 10.729 -1.468 5.433  0.0414
N 11.065 -1.195 6.853  -0.4618
O 11.498 -2.113 7.515  0.0590
O 10.881 -0.067 7.254  0.0585
H 10.943 -2.509 5.218  0.0958
H 9.672 -1.256 5.297  0.0835
H 11.343 -0.812 4.820  0.1011
C -4.826 3.976 4.747  0.0554
N -3.452 4.454 4.447  -0.4526
O -2.642 4.455 5.351  0.0510
O -3.232 4.811 3.312  0.0716
H -4.873 3.692 5.793  0.0949
H -5.510 4.794 4.536  0.1016
H -5.023 3.122 4.103  0.1048

Atoms 1-6, force components in eV/Å:
C -1.01 -0.49 0.04
C 0.90 0.80 0.82
N -0.53 1.61 -0.75
C 0.71 -3.31 -0.44
C 0.06 0.18 -0.43
O -0.64 -0.23 0.99

***

5.
DFT (ωB97M-V/def2-TZVPD) results for C5H9IN3P as an isolated structure in a non-equilibrium geometry.

Output
- E_LUMO: 0.11 eV
- E: -27189.392 eV
- Highest occupied orbital energy: -9.42 eV
- Orbital gap: 0.3505 Ha
- Energy above the lowest of the compared OMol25 structures with the same formula, charge and spin: 0.000 eV
- Largest force on an atom: 4.58 eV/A

Each line ends with the Löwdin charge.
Element x y z (Å)
C -1.840 -0.765 1.254  -0.2204
C -3.127 0.406 0.020  -0.2219
C 1.077 -1.942 -0.107  -0.2059
C 0.471 2.259 0.138  -0.3284
C 1.361 -0.473 -0.205  -0.9605
N -3.112 -0.621 0.879  0.0613
N -1.141 0.237 0.724  -0.2732
N -1.986 1.044 0.049  0.0248
P 0.611 0.695 1.007  0.8714
I 3.472 0.033 0.082  0.7486
H -1.513 -1.699 1.569  0.0887
H -3.943 0.781 -0.504  0.0859
H 1.792 -2.381 0.626  0.0631
H 0.031 -2.120 0.333  0.0653
H 1.152 -2.470 -1.066  0.0822
H 1.215 2.894 -0.052  -0.0213
H -0.282 2.902 0.618  0.0514
H 0.059 2.146 -0.919  0.0738
H 1.224 -0.111 -1.193  0.0150

Atoms 1-6, force components in eV/Å:
C -2.58 1.20 -1.56
C 1.67 0.21 2.66
C -0.73 -0.95 1.72
C -3.99 -1.06 -1.97
C 0.62 0.84 -0.13
N -0.50 -2.25 -0.31

***

6.
DFT (ωB97M-V/def2-TZVPD) results for a single C4H9N3S molecule in a non-equilibrium geometry.

Output
- E_LUMO: 0.80 eV
- E: -19598.718 eV
- Highest occupied orbital energy: -8.74 eV
- Orbital gap: 0.3504 Ha
- Energy above the lowest of the compared OMol25 structures with the same formula, charge and spin: 0.918 eV
- Largest force on an atom: 1.41 eV/A
- Structure (SMILES): [H]/N=C(/N)[C@@H](C)SN=C

Each line ends with the Löwdin charge.
Element x y z (Å)
H -0.199 -1.167 1.286  0.0238
N -1.055 -1.396 0.788  0.1249
C -1.279 -0.556 -0.139  -0.5649
N -2.295 -0.796 -1.041  0.1005
C -0.470 0.706 -0.423  -0.5864
C -0.309 1.577 0.823  -0.1218
S 1.130 0.305 -1.200  0.9060
N 1.871 -0.445 0.136  -0.3604
C 3.029 -0.951 -0.029  -0.1530
H -2.919 -1.584 -0.806  0.1090
H -2.795 -0.004 -1.412  0.0813
H -0.997 1.277 -1.198  0.0919
H -1.293 1.794 1.263  0.0876
H 0.298 1.092 1.544  0.0420
H 0.227 2.526 0.571  0.0883
H 3.548 -0.948 -0.995  0.0609
H 3.507 -1.432 0.831  0.0702

Atoms 1-6, force components in eV/Å:
H -0.04 0.07 0.02
N 0.09 0.06 -0.07
C 0.08 -0.23 0.10
N -0.88 -0.57 -0.02
C -0.16 0.10 0.12
C -0.14 1.09 -0.87